(1)
Molecular formula: C27H54Br6O9
Method: DFT, wB97M-V/def2-TZVPD

**Gap between HOMO and LUMO**: 9.801 eV
**Net charge**: 0
**HOMO**: -9.43 eV
**SMILES string**: CCOC(C)=O.CCOC(C)=O.CCOC(C)=O.CC(C)=O.CC(C)=O.CC(C)=O.BrCCBr.BrCCBr.BrCCBr
**ΔE to the lowest compared entry with this formula, charge and spin**: 0.458 eV

Positions of all 96 atoms, in Å:
C 4.10142 -4.51754 -2.04397
C 2.84459 -4.65415 -1.19916
O 3.07364 -5.21443 0.09689
C 3.52014 -4.40973 1.04983
C 3.70594 -5.10135 2.37087
O 3.64686 -3.21403 0.94967
H 5.02676 -4.34033 -1.50407
H 3.97789 -3.70354 -2.76309
H 4.18492 -5.38582 -2.70505
H 2.42095 -3.65134 -1.11150
H 2.09944 -5.30148 -1.65011
H 3.72709 -6.18379 2.25491
H 2.94877 -4.80248 3.08884
H 4.69632 -4.79871 2.71621
C 1.67457 -1.80335 -3.58175
C 1.01820 -0.43429 -3.47628
O 1.38835 0.61671 -4.36868
C 1.28613 0.52340 -5.69331
C 1.65571 1.81890 -6.37222
O 1.01044 -0.48723 -6.29043
H 1.21725 -2.50641 -2.89344
H 2.75860 -1.72532 -3.46666
H 1.51868 -2.23495 -4.57405
H -0.03677 -0.62645 -3.68935
H 1.19554 -0.02929 -2.48452
H 2.62645 2.13186 -5.99236
H 0.88785 2.57065 -6.18404
H 1.69253 1.68200 -7.44838
C -7.72833 2.47467 3.49438
C -7.78848 0.96714 3.26273
O -6.46659 0.42555 3.08932
C -5.92122 0.56826 1.88161
C -4.47696 0.14667 1.85696
O -6.49759 0.98415 0.90813
H -6.79471 2.75228 3.98655
H -8.53110 2.81618 4.14383
H -7.73598 2.97404 2.52617
H -8.26124 0.48105 4.11418
H -8.36498 0.69671 2.37953
H -3.93465 0.90178 1.28858
H -4.32733 -0.80089 1.33454
H -4.04274 -0.02548 2.84026
C 3.94326 -0.22644 -0.92567
C 3.03561 0.98980 -0.72964
C 3.14614 2.17884 -1.62258
O 2.17466 0.92257 0.12345
H 3.47524 -1.02112 -0.34573
H 4.96164 -0.04987 -0.58592
H 3.90441 -0.55153 -1.96637
H 2.66288 3.04577 -1.18364
H 2.82940 1.99643 -2.65318
H 4.18507 2.47577 -1.82189
C -4.82928 -0.40658 -1.94354
C -4.35515 0.89146 -2.53473
C -3.45247 0.82758 -3.72086
O -4.83591 1.92894 -2.13687
H -5.31758 -0.19814 -0.98525
H -4.06960 -1.17489 -1.82163
H -5.70435 -0.76916 -2.49292
H -3.35306 1.80895 -4.18719
H -3.87515 0.22246 -4.52516
H -2.47059 0.47352 -3.39887
C 0.79379 -1.61751 1.46521
C 0.10553 -1.58651 0.10918
C -1.14201 -0.77066 0.01584
O 0.59696 -2.11324 -0.86687
H 0.07672 -1.33625 2.23527
H 1.69107 -1.00556 1.42023
H 1.11746 -2.59553 1.82964
H -1.83172 -1.00154 0.82558
H -1.58985 -0.81475 -0.97343
H -0.82861 0.27631 0.12107
Br 0.01581 1.25404 3.02125
C -0.94940 2.56341 4.09790
C -0.47048 2.48982 5.51548
Br -1.66376 3.64007 6.61630
H -2.00956 2.34677 4.00575
H -0.73786 3.52213 3.63631
H 0.54976 2.85103 5.60526
H -0.56463 1.51186 5.97305
Br 6.64066 -1.17186 4.06335
C 4.96980 -1.29243 3.01947
C 4.18564 -0.01097 2.91319
Br 3.80765 0.84036 4.63907
H 4.33417 -2.11491 3.32836
H 5.34872 -1.52771 2.02682
H 3.26013 -0.07088 2.33756
H 4.66597 0.76227 2.30883
Br -0.35204 2.71853 -1.76286
C -0.41294 3.49574 0.05859
C 0.11972 4.91441 -0.05570
Br -0.38251 5.81132 1.66691
H 0.14538 2.96077 0.82224
H -1.46406 3.61249 0.30315
H -0.27757 5.50187 -0.87797
H 1.20053 5.01315 -0.12741

Atomic partial charges in e from the Löwdin method, atoms 1 to 6:
1 C -0.050
2 C -0.203
3 O 0.013
4 C -0.548
5 C 0.030
6 O 0.072

---

(2)
Molecular formula: C27H54FIN3O10S3
Method: DFT, wB97M-V/def2-TZVPD

**Gap between HOMO and LUMO**: 5.672 eV
**Net charge**: +1
**HOMO**: -9.31 eV
**ΔE to the lowest compared entry with this formula, charge and spin**: 4.226 eV

Positions of all 99 atoms, in Å:
C -3.84624 -1.45373 1.47038
C -3.40824 -2.67673 2.21338
O -3.65924 -3.00573 3.45438
N -2.39924 -3.65673 1.54238
H -2.92624 -4.04373 0.64938
H -1.75924 -3.06373 1.06538
C -1.86324 -4.76473 2.40838
H -4.37024 -0.65873 2.10038
H -4.37524 -1.79173 0.62438
H -2.94724 -0.97373 1.15938
H -2.53124 -5.53373 2.45738
H -1.31624 -4.43573 3.30538
H -1.16224 -5.25273 1.70938
C 0.48576 0.27127 -2.51762
C 1.01476 0.14127 -1.15462
O 2.23776 0.14727 -0.95262
N 0.11976 0.09727 0.00638
H -0.70224 0.59327 -0.17562
H -0.22224 -0.78673 0.05538
C 0.72676 0.20327 1.34938
H 0.30976 -0.82273 -2.68262
H 0.96876 0.66627 -3.28162
H -0.46024 0.69827 -2.51562
H 1.71076 -0.47373 1.48838
H 0.16576 -0.09973 2.23638
H 0.76976 1.18527 1.69938
C -1.37524 -5.03873 -2.53262
C -1.84724 -3.64673 -3.00562
O -1.56724 -3.25973 -4.09262
N -2.74724 -2.90673 -2.03162
H -3.40624 -3.32973 -1.37262
H -1.89324 -2.53573 -1.27962
C -3.32424 -1.76273 -2.66262
H -2.44624 -5.43873 -2.38762
H -0.77424 -4.99873 -1.67962
H -0.93024 -5.53773 -3.29562
H -2.71024 -0.76073 -2.83062
H -3.93524 -1.39573 -1.68362
H -3.82324 -1.82573 -3.38862
I -3.16024 1.91627 -0.37562
O -0.98824 -2.25173 -0.23362
H -0.26424 -3.00473 -0.32962
F 2.65576 1.67927 5.09038
C 3.85576 1.47627 4.41338
C 5.14576 1.09927 4.94338
C 6.19976 1.08527 4.11738
C 6.23276 1.67027 2.89038
C 4.98276 2.11827 2.37238
C 3.80076 1.97327 3.07438
H 5.33676 0.62827 5.97638
H 6.95876 0.31027 4.52138
H 7.01876 1.86227 2.32938
H 4.98876 2.33927 1.29538
H 2.94276 2.17727 2.76838
C 0.73576 6.72527 0.00138
C 2.22976 6.71127 -0.23862
C 2.78976 5.40627 -0.12162
S 1.47876 4.22527 -0.35962
O 1.28376 3.51227 0.89238
O 1.67676 3.38727 -1.46562
C 0.21176 5.35427 -0.71962
H 0.31476 7.64027 -0.46262
H 0.63976 6.52927 1.02538
H 2.73076 7.53127 0.29038
H 2.65876 7.18527 -1.27362
H 3.04876 5.46127 1.13238
H 3.58376 5.15627 -0.76162
H -0.68824 4.81427 -0.34662
H 0.52876 5.28327 -1.92262
C 1.94976 -3.38373 6.40238
C 0.33976 -3.80873 6.34438
C -0.47724 -2.71773 5.86338
S 0.55376 -1.83373 4.68138
O 0.51476 -0.37473 4.81538
O 0.27276 -2.40773 3.40038
C 2.16676 -2.36273 5.16838
H 2.60276 -4.14873 6.12738
H 2.24576 -2.99773 7.19038
H -0.21824 -4.35373 7.12038
H 0.32576 -4.61673 5.67738
H -0.73524 -1.75073 6.56038
H -1.49724 -2.89073 5.48938
H 2.70976 -1.55273 5.36938
H 2.66776 -2.79373 4.50938
C -3.39524 1.72227 -7.57462
C -2.31724 2.68427 -7.93362
C -1.28824 2.53527 -6.92562
S -1.16124 0.81927 -6.76662
O -0.84024 0.61027 -5.40762
O -0.33824 0.32727 -7.81162
C -2.74624 0.43727 -7.10962
H -3.86824 1.48727 -8.34662
H -3.77524 1.93427 -6.69762
H -2.69224 3.63727 -8.03262
H -1.79424 2.33927 -8.67762
H -1.56224 2.91727 -5.88262
H -0.37724 3.08627 -7.36262
H -3.24324 -0.35573 -6.46862
H -2.73224 -0.26173 -7.71762

Atomic partial charges in e from the Löwdin method, atoms 1 to 6:
1 C -0.014
2 C -0.244
3 O 0.062
4 N 0.061
5 H 0.206
6 H 0.039

---

(3)
Molecular formula: C27H55Cl2F3IN3O13S3
Method: DFT, wB97M-V/def2-TZVPD

**Gap between HOMO and LUMO**: 8.308 eV
**Net charge**: 0
**HOMO**: -8.06 eV
**SMILES string**: CC(=O)N(C)[C@H](CCOC=O)O[C@@](CCCI)(CCC(F)(F)F)[C@H](NN)[C@@H](Cl)[C@@H](C)Cl.CCOS(C)(=O)=O.CCOS(C)(=O)=O.CCOS(C)(=O)=O

Positions of all 107 atoms, in Å:
C 2.02185 2.28118 0.22610
C 0.53754 2.43215 0.03489
O 0.08646 2.99395 -0.93456
N -0.35549 1.90971 0.99540
C 0.22612 1.50159 2.27259
C -1.27360 0.95451 0.38933
C -2.50728 0.71905 1.26521
C -2.38424 -0.34179 2.35753
O -2.67826 0.23719 3.65846
C -3.78958 -0.20690 4.25719
O -3.83391 -0.48496 5.41257
O -0.55838 -0.24162 0.08422
C -0.73538 -0.86342 -1.20280
C -2.18255 -0.95361 -1.70836
C -3.21607 -1.87852 -1.06417
C -4.59764 -1.64518 -1.69093
I -6.03048 -0.86542 -0.29947
C 0.07529 -0.03602 -2.24503
C -0.61323 1.08148 -3.02422
C 0.38331 1.75863 -3.92979
F 1.55032 2.01049 -3.30194
F -0.08429 2.93309 -4.39997
F 0.68491 1.00018 -5.01047
C -0.01183 -2.24513 -1.11869
N -0.59975 -3.29594 -0.32943
N -1.22742 -2.93902 0.91619
C 1.50720 -2.02344 -0.73855
Cl 1.95530 -2.94818 0.73552
C 2.55627 -2.41794 -1.80896
C 2.15017 -3.54927 -2.73307
Cl 3.14777 -1.01493 -2.76532
H 2.41536 3.08419 0.85220
H 2.27734 1.32611 0.68675
H 2.48603 2.34846 -0.75609
H 0.83120 0.58990 2.21222
H -0.57058 1.37493 3.00279
H 0.85890 2.30487 2.64572
H -1.60320 1.45116 -0.52093
H -2.76987 1.67209 1.72621
H -3.33540 0.45940 0.60305
H -3.06057 -1.17838 2.18988
H -1.36932 -0.71030 2.45272
H -4.67695 -0.22471 3.60233
H -2.61134 0.05359 -1.71611
H -2.10798 -1.24238 -2.76403
H -3.26333 -1.71927 0.00756
H -2.96362 -2.92629 -1.21699
H -4.57537 -0.92563 -2.50598
H -5.05921 -2.56588 -2.03193
H 0.48669 -0.72685 -2.98500
H 0.91772 0.39916 -1.71031
H -1.01418 1.87034 -2.38961
H -1.40266 0.71791 -3.68340
H -0.07034 -2.64219 -2.13194
H -1.18307 -3.92356 -0.85551
H -0.48751 -2.50606 1.46274
H -1.42620 -3.82892 1.36614
H 1.66930 -0.99224 -0.44394
H 3.44060 -2.72328 -1.25778
H 1.76552 -4.39386 -2.15833
H 1.39373 -3.22466 -3.45041
H 3.00730 -3.85984 -3.32836
C -4.74182 6.55682 6.11012
C -3.35711 6.07095 6.47771
O -3.35158 4.72852 7.02234
S -3.55817 3.52725 6.00251
C -3.08957 2.21611 7.06428
O -2.61127 3.66931 4.93485
O -4.94694 3.40520 5.67516
H -5.15835 5.98841 5.28086
H -4.68517 7.60629 5.81874
H -5.41953 6.46171 6.95833
H -2.67567 6.10430 5.62672
H -2.92922 6.67563 7.27469
H -2.03775 2.32526 7.31291
H -3.26759 1.30493 6.49525
H -3.71364 2.24151 7.95340
C 6.47226 7.08657 -2.19207
C 5.01504 6.98457 -1.79867
O 4.18865 6.39076 -2.82938
S 4.29613 4.81942 -3.03636
C 2.87753 4.61825 -4.04688
O 4.10259 4.17902 -1.76789
O 5.47315 4.51230 -3.79078
H 6.92953 6.10417 -2.29286
H 7.01015 7.64356 -1.42397
H 6.57710 7.60653 -3.14412
H 4.88161 6.41808 -0.87622
H 4.57876 7.97058 -1.65303
H 1.99304 4.86461 -3.46629
H 2.86814 3.57345 -4.34665
H 2.97693 5.26008 -4.91835
C 0.31467 -9.62784 -2.98075
C 0.85909 -9.72162 -1.57300
O 2.16001 -9.09546 -1.42449
S 2.21128 -7.51237 -1.39214
C 3.86658 -7.34630 -0.82960
O 1.29650 -7.03922 -0.39663
O 2.10859 -6.99457 -2.72356
H 0.08854 -8.59938 -3.25602
H -0.60204 -10.21473 -3.04657
H 1.03576 -10.01817 -3.69847
H 0.17844 -9.28468 -0.84151
H 1.03763 -10.75636 -1.28934
H 3.93865 -7.75239 0.17516
H 4.08493 -6.28010 -0.83110
H 4.52202 -7.87072 -1.51946

Atomic partial charges in e from the Löwdin method, atoms 1 to 6:
1 C 0.018
2 C -0.457
3 O 0.078
4 N -0.030
5 C -0.033
6 C -0.294

---

(4)
Molecular formula: C27H56Cl2F3N15O9PS
Method: DFT, wB97M-V/def2-TZVPD

**Gap between HOMO and LUMO**: 6.890 eV
**Net charge**: +1
**HOMO**: -10.16 eV

Positions of all 114 atoms, in Å:
C -3.64285 0.84113 -5.82372
C -2.49673 0.95529 -6.50133
C -1.29444 0.10179 -6.21210
C -0.10929 0.67972 -5.40915
C -0.37194 1.04593 -3.90828
C -1.48291 2.11159 -3.73392
N -1.31686 2.94839 -2.55958
C -2.50239 3.78887 -2.31757
C -0.84622 -0.27983 -3.22079
C -1.15525 -0.17399 -1.74200
C -0.21217 -0.53648 -0.78813
C -0.48817 -0.47784 0.56919
C -1.71921 -0.03174 1.01842
C -2.69101 0.32394 0.08291
C -4.03950 0.81356 0.55028
C -2.40133 0.23018 -1.26732
C 0.97054 1.41898 -3.21085
C 2.27485 1.45335 -4.01382
Cl 3.24670 2.91647 -3.59574
P 3.30994 -0.05159 -3.50351
O 4.62027 0.28433 -4.40890
Cl 3.78116 0.35647 -1.55609
N 2.19388 1.40114 -5.50955
C 0.84558 1.66154 -6.14845
C 1.11156 1.27026 -7.62162
N 0.03765 1.49009 -8.54091
C 0.43411 1.87912 -9.88398
S 0.69585 3.49319 -6.04049
O 0.57996 3.96193 -4.69180
O 1.89292 3.95546 -6.69840
C -0.67755 4.35216 -7.00667
F -1.89608 3.96290 -6.68792
F -0.46669 4.30459 -8.30583
F -0.50920 5.60473 -6.60248
H -4.32325 1.68426 -5.79040
H -3.90167 -0.08916 -5.32797
H -2.50095 1.63947 -7.34537
H -0.89677 -0.29540 -7.15149
H -1.63636 -0.78845 -5.68384
H 0.51283 -0.22363 -5.29666
H -2.42272 1.58132 -3.62537
H -1.53464 2.73967 -4.63368
H -0.53090 3.57184 -2.68567
H -3.39841 3.33471 -2.74293
H -2.66402 3.86006 -1.24178
H -2.40787 4.78674 -2.75320
H -1.76403 -0.63617 -3.68874
H -0.07315 -1.04795 -3.33226
H 0.76440 -0.90674 -1.09258
H 0.27364 -0.77883 1.27897
H -1.92651 0.02829 2.07862
H -4.80632 0.63213 -0.19915
H -4.31431 0.41500 1.51939
H -3.96246 1.90326 0.66028
H -3.18798 0.50603 -1.96420
H 1.13681 0.70067 -2.40568
H 0.90613 2.36921 -2.69431
H 5.43822 -0.06814 -4.03058
H 2.93247 1.99820 -5.91095
H 2.42735 0.44865 -5.82229
H 1.41399 0.20958 -7.64001
H 1.98728 1.86325 -7.92930
H -0.78425 1.94389 -8.18976
H -0.44358 2.06466 -10.49646
H 0.99586 2.82610 -9.86661
H 1.09229 1.13910 -10.33593
C 4.55582 -0.00779 3.21921
O 4.36005 -0.17298 4.41406
N 5.69524 -0.43303 2.61009
N 3.64085 0.60792 2.41640
H 5.88069 -0.31190 1.63361
H 6.37675 -0.89556 3.18353
H 2.79350 0.92913 2.84794
H 3.77206 0.75321 1.43459
C -7.30609 -1.49794 1.26650
O -6.16066 -1.17383 1.53098
N -8.26310 -0.58490 0.91717
N -7.72513 -2.79729 1.29990
H -9.21016 -0.82905 0.69969
H -7.98929 0.37885 0.89023
H -7.04747 -3.49048 1.55616
H -8.66143 -3.08490 1.08922
C 1.88258 -2.97140 5.18127
O 2.97368 -3.52405 5.17180
N 0.71295 -3.66265 5.38125
N 1.73397 -1.63455 5.01131
H -0.19083 -3.22857 5.39495
H 0.78147 -4.65673 5.51498
H 2.57231 -1.09310 4.87668
H 0.85154 -1.16172 5.03718
C 3.92682 -4.17158 9.38388
O 3.74431 -4.46032 10.55347
N 5.07876 -4.49529 8.71706
N 3.00498 -3.50150 8.63311
H 5.23826 -4.27076 7.75299
H 5.78173 -4.99094 9.23102
H 2.14409 -3.25078 9.08217
H 3.14563 -3.25733 7.66723
C 2.51619 0.78802 7.65324
O 1.51605 0.46273 7.02457
N 2.44067 1.27702 8.92827
N 3.76793 0.68176 7.13517
H 3.24230 1.54275 9.46704
H 1.52898 1.36338 9.33517
H 3.84890 0.30222 6.20469
H 4.59684 0.94151 7.63403
C -1.11627 -4.72603 8.93486
O -0.90661 -5.87130 8.58288
N -0.57575 -3.65272 8.27548
N -1.90625 -4.41784 10.00815
H -0.73417 -2.69766 8.53690
H 0.01104 -3.85388 7.48492
H -2.31241 -5.18393 10.51140
H -2.08762 -3.48145 10.31364

Atomic partial charges in e from the Löwdin method, atoms 1 to 6:
1 C 0.032
2 C -0.172
3 C -0.137
4 C -0.172
5 C -0.310
6 C -0.194